Below is a structure of composition C45H30Br3IrN10O2S2, with properties calculated with ωB97M-V with the def2-TZVPD basis set.

XYZ file:
```
93
Properties=species:S:1:pos:R:3:lowdin_spin:R:1
Ir 0.464 0.991 0.822 0.00
Br -4.012 3.356 0.975 0.00
C -2.304 3.968 1.464 0.00
C -2.158 5.243 2.041 0.00
C -0.926 5.728 2.381 0.00
Br -0.789 7.441 3.162 0.00
C 0.239 4.959 2.143 0.00
C 1.571 5.373 2.379 0.00
C 2.609 4.546 2.057 0.00
C 2.343 3.275 1.522 0.00
N 1.119 2.853 1.319 0.00
C 0.060 3.681 1.588 0.00
C -1.213 3.157 1.253 0.00
O -1.277 1.947 0.717 0.00
H -3.042 5.842 2.210 0.00
H 1.749 6.354 2.799 0.00
H 3.634 4.851 2.209 0.00
H 3.140 2.593 1.256 0.00
Br -3.351 -6.305 -0.828 0.03
C -1.505 -6.313 -0.475 0.10
C -0.673 -7.178 -1.177 -0.01
C 0.684 -7.156 -0.932 0.08
C 1.214 -6.247 -0.006 0.01
C 0.355 -5.419 0.735 0.08
C -1.002 -5.454 0.499 -0.01
N 2.592 -6.247 0.122 0.38
N 3.209 -5.332 0.758 0.14
C 3.174 -4.041 0.550 0.08
C 3.771 -3.240 1.581 0.00
C 3.525 -1.919 1.668 0.03
C 2.666 -1.247 0.725 0.02
O 2.329 -0.064 0.994 0.04
C 2.287 -1.987 -0.498 0.01
N 1.761 -1.288 -1.510 0.00
C 1.484 -1.917 -2.633 0.00
C 1.757 -3.271 -2.838 0.00
C 2.306 -3.996 -1.810 0.01
C 2.566 -3.357 -0.591 0.01
H -1.091 -7.860 -1.904 0.00
H 1.359 -7.820 -1.455 0.00
H 0.744 -4.766 1.506 0.00
H -1.673 -4.814 1.053 0.00
H 4.343 -3.761 2.338 0.00
H 3.895 -1.339 2.501 0.00
H 1.034 -1.326 -3.422 0.00
H 1.556 -3.727 -3.798 0.00
H 2.553 -5.039 -1.945 0.00
N 0.843 1.536 -1.114 0.00
S -0.369 2.264 -1.929 0.00
C 0.441 2.950 -3.356 0.00
C 1.817 2.924 -3.488 0.00
C 2.396 3.530 -4.597 0.00
C 1.603 4.153 -5.547 0.00
C 0.220 4.181 -5.395 0.00
C -0.368 3.583 -4.295 0.00
C -1.400 1.021 -2.693 0.00
C -1.044 0.409 -3.891 0.00
C -1.850 -0.596 -4.398 0.00
C -2.996 -0.984 -3.712 0.00
C -3.343 -0.366 -2.520 0.00
C -2.546 0.646 -2.002 0.00
H 1.209 0.741 -1.638 0.00
H 2.426 2.450 -2.730 0.00
H 3.472 3.515 -4.713 0.00
H 2.058 4.628 -6.404 0.00
H -0.397 4.672 -6.133 0.00
H -1.444 3.601 -4.170 0.00
H -0.158 0.726 -4.429 0.00
H -1.589 -1.071 -5.335 0.00
H -3.624 -1.765 -4.117 0.00
H -4.231 -0.669 -1.983 0.00
H -2.799 1.128 -1.068 0.00
N 2.320 0.995 3.691 0.00
C 0.999 0.894 3.926 0.00
N 0.087 0.706 3.004 0.00
C -1.200 0.648 3.588 0.00
C -2.397 0.338 2.949 0.00
C -3.564 0.293 3.688 0.00
C -3.562 0.550 5.058 0.00
C -2.378 0.829 5.715 0.00
C -1.210 0.862 4.967 0.00
S 0.414 1.106 5.546 0.00
H 2.656 0.755 2.767 0.00
H 2.960 1.031 4.462 0.00
H -2.421 0.139 1.892 0.00
H -4.488 0.043 3.184 0.00
H -4.487 0.512 5.616 0.00
H -2.360 0.996 6.783 0.00
N -0.438 -0.835 0.537 0.00
C -1.437 -1.433 0.643 0.00
N -2.437 -2.204 0.761 0.00
C -3.680 -1.760 0.700 0.00
N -4.780 -1.402 0.675 0.00
```

Charge: +1
Spin multiplicity: 2
Energy above the lowest of the compared OMol25 structures with the same formula, charge and spin, kJ/mol: 0.0
E_tot, eV: -300779.22207
LUMO level (alpha / beta), eV: -4.253 / -4.544
HOMO-LUMO gap (alpha / beta), eV: 5.83 / 5.55
Expectation value of S²: 0.792

Below is a structure of composition C45H32BrIN6O3SSr, with properties calculated with ωB97M-V with the def2-TZVPD basis set.

XYZ file:
```
90
Properties=species:S:1:pos:R:3:lowdin_spin:R:1
Sr 0.958 0.412 -1.643 0.01
C 0.162 0.037 -5.771 0.00
C -0.772 1.140 -5.373 0.00
N -1.756 1.463 -6.183 0.00
C -2.559 2.491 -5.854 0.00
C -2.367 3.269 -4.739 0.00
C -3.277 4.443 -4.487 0.00
O -2.664 5.704 -4.783 0.00
C -1.326 2.938 -3.842 0.00
C -1.036 3.859 -2.753 0.00
N -0.666 3.561 -1.565 0.00
C -0.513 4.606 -0.643 0.00
C -1.108 5.870 -0.798 0.00
C -0.920 6.889 0.115 0.00
C -0.136 6.683 1.241 0.00
C 0.412 5.430 1.457 0.00
C 0.211 4.410 0.540 0.00
I 0.950 2.518 1.067 0.00
C -0.518 1.808 -4.122 0.00
O 0.424 1.417 -3.354 0.00
H -0.131 -0.361 -6.740 0.00
H 0.157 -0.758 -5.023 0.00
H 1.187 0.412 -5.808 0.00
H -3.379 2.687 -6.540 0.00
H -3.566 4.498 -3.437 0.00
H -4.187 4.322 -5.084 0.00
H -2.265 5.630 -5.657 0.00
H -1.161 4.907 -3.042 0.00
H -1.752 6.045 -1.650 0.00
H -1.400 7.845 -0.050 0.00
H 0.029 7.478 1.957 0.00
H 0.990 5.239 2.350 0.00
C -2.794 -6.495 10.069 0.00
O -3.604 -5.598 9.342 0.00
C -3.051 -5.008 8.246 0.00
C -1.747 -5.215 7.819 0.00
C -1.282 -4.566 6.685 0.00
C -2.095 -3.702 5.951 0.00
C -3.404 -3.502 6.405 0.00
C -3.873 -4.141 7.529 0.00
C -1.627 -3.027 4.749 0.00
N -2.332 -2.209 4.003 0.00
C -1.511 -1.821 2.981 0.01
C -0.271 -2.422 3.107 0.00
N -0.360 -3.189 4.238 0.00
C 0.804 -2.230 2.199 0.04
C 2.060 -2.818 2.305 0.03
C 3.024 -2.557 1.345 0.09
C 2.695 -1.688 0.301 0.00
N 1.516 -1.113 0.167 0.09
C 0.540 -1.367 1.088 0.08
C -0.737 -0.755 0.925 0.09
N -0.924 0.043 -0.169 0.15
C -2.082 0.688 -0.303 0.05
C -3.134 0.567 0.582 0.07
C -2.984 -0.277 1.691 0.11
C -1.781 -0.945 1.875 0.01
H -3.410 -6.865 10.885 0.00
H -1.912 -5.998 10.485 0.00
H -2.472 -7.339 9.452 0.00
H -1.081 -5.877 8.355 0.00
H -0.258 -4.749 6.387 0.00
H -4.040 -2.828 5.846 0.00
H -4.886 -3.988 7.880 0.00
H 0.371 -3.758 4.618 0.00
H 2.278 -3.479 3.138 0.00
H 4.008 -3.003 1.391 0.01
H 3.423 -1.454 -0.471 0.00
H -2.157 1.349 -1.163 0.00
H -4.049 1.121 0.416 0.01
H -3.776 -0.411 2.417 0.01
Br 3.615 2.417 -1.757 0.00
C 4.648 1.375 -3.003 0.00
C 5.806 1.970 -3.421 0.00
C 6.662 1.297 -4.311 0.00
C 6.326 0.044 -4.738 0.00
C 5.131 -0.579 -4.307 0.00
C 4.818 -1.882 -4.755 0.00
C 3.667 -2.483 -4.332 0.00
C 2.787 -1.806 -3.462 0.00
C 2.998 -0.524 -2.980 0.00
C 4.223 0.082 -3.412 0.00
H 6.062 2.959 -3.065 0.00
H 7.575 1.778 -4.638 0.00
H 6.977 -0.499 -5.415 0.00
H 5.502 -2.379 -5.434 0.00
H 3.425 -3.488 -4.667 0.00
H 1.882 -2.338 -3.167 0.00
S -2.313 -0.912 -3.078 0.05
C -0.900 -1.293 -2.612 0.07
```

Charge: -1
Spin multiplicity: 2
E_tot, eV: -152083.07469
LUMO level (alpha / beta), eV: 1.894 / 1.893
HOMO-LUMO gap (alpha / beta), eV: 4.05 / 6.45
Expectation value of S²: 0.771

Below is a structure of composition C45H33Co2O7PS, with properties calculated with ωB97M-V with the def2-TZVPD basis set.

XYZ file:
```
89
Properties=species:S:1:pos:R:3:mulliken_charge:R:1
O 2.684 4.075 -2.572 -0.40
C 1.872 3.423 -2.111 0.04
Co 0.603 2.332 -1.427 -0.16
C 1.201 1.348 -0.021 0.31
O 1.550 0.726 0.868 -0.30
C -0.750 3.183 -0.607 0.62
O -1.615 3.683 -0.061 -0.48
C -0.514 1.715 -3.030 -0.90
C 0.452 0.691 -2.643 1.38
C 1.802 0.728 -3.241 -1.18
C 2.901 0.197 -2.584 0.73
C 4.225 0.627 -2.888 -0.65
C 5.280 0.264 -2.095 -0.61
C 5.076 -0.565 -1.001 -0.48
C 3.809 -1.049 -0.713 -0.26
C 2.741 -0.697 -1.487 -1.00
Co -1.484 0.071 -2.367 0.67
C -0.796 -1.257 -1.343 0.19
O -0.336 -2.077 -0.700 -0.59
C -1.906 -0.661 -3.931 -0.12
O -2.188 -1.110 -4.940 -0.49
P -3.368 0.996 -1.435 0.56
C -3.240 1.082 0.358 0.17
C -4.332 1.494 1.086 -0.43
C -4.242 1.602 2.463 -0.72
C -3.059 1.294 3.103 -0.62
C -1.969 0.871 2.371 -0.88
C -2.065 0.758 0.998 0.35
C -3.680 2.578 -2.246 0.61
C -3.957 3.710 -1.514 -0.59
C -4.160 4.918 -2.155 -0.64
C -4.112 4.984 -3.531 -0.60
C -3.851 3.845 -4.266 -0.79
C -3.630 2.641 -3.620 -0.49
C -4.581 -0.234 -1.936 0.76
C -5.653 0.130 -2.718 -0.48
C -6.586 -0.818 -3.100 -0.67
C -6.439 -2.126 -2.690 -0.48
C -5.368 -2.488 -1.898 -0.73
C -4.437 -1.538 -1.520 -0.42
H -0.603 1.817 -4.111 0.36
H 1.962 1.355 -4.100 0.45
H 4.374 1.326 -3.692 0.35
H 6.261 0.671 -2.286 0.35
H 5.897 -0.823 -0.355 0.44
H 3.662 -1.654 0.169 0.71
H 1.755 -1.053 -1.235 0.71
H -5.251 1.734 0.574 0.47
H -5.093 1.934 3.034 0.39
H -2.984 1.387 4.174 0.39
H -1.038 0.643 2.863 0.57
H -1.213 0.428 0.427 -0.25
H -3.937 3.661 -0.437 0.42
H -4.326 5.814 -1.579 0.40
H -4.289 5.921 -4.034 0.36
H -3.790 3.900 -5.340 0.41
H -3.405 1.750 -4.184 0.44
H -5.750 1.152 -3.045 0.34
H -7.413 -0.539 -3.731 0.40
H -7.167 -2.866 -2.983 0.36
H -5.248 -3.514 -1.591 0.41
H -3.585 -1.812 -0.919 0.37
C 5.075 1.560 5.651 -0.30
C 4.838 1.635 4.292 -0.75
C 4.730 0.476 3.550 -0.23
C 4.859 -0.746 4.167 -0.36
S 4.729 -2.243 3.204 1.07
C 2.969 -2.550 3.317 -0.98
C 2.443 -3.671 2.734 1.42
C 1.049 -3.950 2.785 -0.79
C 0.539 -5.069 2.182 -0.40
C 1.375 -5.954 1.517 -0.51
C 2.737 -5.708 1.446 -0.79
C 3.270 -4.600 2.042 -0.54
O 5.028 -1.952 1.752 -0.50
O 5.392 -3.371 3.960 -0.71
C 5.097 -0.824 5.519 -0.14
C 5.203 0.331 6.267 -0.62
H 5.167 2.464 6.231 0.36
H 4.751 2.595 3.811 0.41
H 4.546 0.513 2.488 0.45
H 2.352 -1.847 3.835 0.32
H 0.396 -3.260 3.288 0.33
H -0.520 -5.257 2.217 0.36
H 0.960 -6.824 1.036 0.32
H 3.381 -6.396 0.925 0.35
H 4.330 -4.415 2.003 0.34
H 5.207 -1.793 5.979 0.42
H 5.398 0.276 7.326 0.36
```

Charge: -2
Energy above the lowest of the compared OMol25 structures with the same formula, charge and spin, kJ/mol: 227.7
E_tot, eV: -156906.06994
LUMO level, eV: 4.048
HOMO-LUMO gap, eV: 4.76

Below is a cluster of 3 separate species, C45H34O6 in total, with properties calculated with ωB97M-V with the def2-TZVPD basis set.

XYZ file:
```
85
Properties=species:S:1:pos:R:3:mulliken_charge:R:1
O -1.261 2.736 3.791 -0.45
C -1.071 3.924 3.774 0.65
C 0.255 4.586 4.072 -1.25
C 1.415 3.649 3.843 0.75
C 2.153 3.738 2.666 -0.40
C 3.197 2.849 2.420 -0.61
C 3.505 1.870 3.354 -0.42
C 2.780 1.784 4.538 -0.63
C 1.740 2.671 4.782 -0.24
O -2.074 4.797 3.483 -0.35
C -2.750 4.513 2.240 -0.95
C -4.112 3.882 2.473 -0.15
C -5.008 4.697 3.419 -0.75
C -5.789 3.865 4.408 0.55
C -6.316 2.620 4.067 -0.06
C -7.050 1.876 4.985 -0.74
C -7.259 2.363 6.269 -0.42
C -6.738 3.604 6.622 -0.53
C -6.014 4.345 5.699 -0.53
H 0.347 5.483 3.462 0.45
H 0.229 4.921 5.113 0.31
H 1.908 4.501 1.936 0.34
H 3.754 2.933 1.497 0.39
H 4.306 1.167 3.165 0.40
H 3.005 1.025 5.276 0.39
H 1.155 2.613 5.692 0.37
H -2.155 3.834 1.628 0.43
H -2.833 5.461 1.707 0.39
H -3.964 2.866 2.841 0.05
H -4.576 3.799 1.485 0.42
H -4.398 5.415 3.967 0.33
H -5.715 5.276 2.820 0.32
H -6.159 2.207 3.078 0.38
H -7.458 0.917 4.692 0.41
H -7.822 1.801 7.002 0.38
H -6.900 3.991 7.620 0.37
H -5.604 5.311 5.973 0.33
O 0.114 0.050 1.029 -0.68
C -0.535 -0.974 1.049 0.54
C -1.624 -1.187 2.043 0.03
C -1.904 -0.179 2.958 -0.84
C -2.936 -0.342 3.868 -0.44
C -3.689 -1.512 3.870 -0.71
C -3.402 -2.526 2.971 -0.61
C -2.367 -2.370 2.057 0.39
C -2.068 -3.480 1.109 0.61
O -2.680 -4.527 1.150 -0.67
C -0.990 -3.261 0.101 0.18
C -0.711 -4.266 -0.816 -0.52
C 0.271 -4.076 -1.774 -0.73
C 0.977 -2.878 -1.820 0.18
C 0.708 -1.877 -0.903 -0.68
C -0.273 -2.064 0.063 -0.13
H -1.325 0.731 2.956 0.98
H -3.156 0.450 4.572 0.55
H -4.500 -1.632 4.576 0.43
H -3.975 -3.443 2.967 0.49
H -1.270 -5.191 -0.771 0.48
H 0.487 -4.859 -2.489 0.42
H 1.740 -2.730 -2.573 0.24
H 1.252 -0.942 -0.923 0.54
O 2.888 -1.537 -8.154 -0.66
C 3.754 -2.248 -7.693 0.55
C 4.074 -2.225 -6.236 0.21
C 3.346 -1.388 -5.400 -0.65
C 3.610 -1.371 -4.041 -0.50
C 4.599 -2.192 -3.510 -0.35
C 5.335 -3.020 -4.340 -0.62
C 5.078 -3.037 -5.705 0.17
C 5.894 -3.926 -6.583 0.53
O 6.797 -4.594 -6.128 -0.66
C 5.559 -3.965 -8.035 0.19
C 6.280 -4.810 -8.869 -0.57
C 5.971 -4.879 -10.217 -0.48
C 4.939 -4.105 -10.737 -0.47
C 4.223 -3.255 -9.912 -0.59
C 4.531 -3.179 -8.560 0.21
H 2.576 -0.758 -5.824 0.48
H 3.041 -0.718 -3.391 0.51
H 4.796 -2.183 -2.445 0.46
H 6.111 -3.658 -3.941 0.49
H 7.078 -5.409 -8.451 0.47
H 6.533 -5.539 -10.865 0.40
H 4.696 -4.165 -11.790 0.40
H 3.422 -2.645 -10.305 0.47
```

SMILES string: O=C(Cc1ccccc1)OCCCc1ccccc1.O=C1c2ccccc2C(=O)c2ccccc21.O=C1c2ccccc2C(=O)c2ccccc21
E_tot, eV: -59503.19428
LUMO level, eV: -1.053
HOMO-LUMO gap, eV: 8.03